Entry 1:
Below is C3IN2O3S as an isolated structure at a distorted geometry, with properties calculated with ωB97M-V/def2-TZVPD.

Atoms and positions in Å:
C -1.91912 -1.92386 -1.39139
C -0.26096 -0.34771 -0.46531
C -0.68151 -1.28935 -1.29530
N -2.89734 -2.48054 -1.62004
N 0.19899 0.43652 0.28578
O -0.86147 2.64595 0.63764
O 0.41099 2.21940 -1.41559
O 1.56042 2.68568 0.74190
S 0.35855 2.26962 0.03058
I 0.87701 -2.58160 -1.86472

Summary:
E_LUMO (spin up / spin down) in Eh: 0.108 / 0.006
Net charge: -1
Orbital gap (spin up / spin down) in Eh: 0.211 / 0.247
Expectation value of S²: 2.022
Spin multiplicity: 3
E_tot in eV: -31167.4047

---

Entry 2:
Below is C46H40N7O2W as an isolated structure at a distorted geometry, with properties calculated with ωB97M-V/def2-TZVPD.

Atoms and positions in Å:
W -0.15278 -0.08615 0.46392
C 1.71244 -3.84590 2.18893
C 0.88962 -2.97553 1.50275
N 0.84486 -1.64053 1.74667
C 1.64518 -1.18358 2.75479
C 2.47031 -2.01709 3.55057
C 2.51590 -3.39128 3.22237
C 3.14428 -1.44480 4.64173
C 2.94884 -0.11111 4.95216
C 2.15999 0.71659 4.17033
C 1.53987 0.20910 3.01679
N 0.74379 0.84929 2.11307
C 0.35569 2.17623 2.22501
C 1.13031 3.27189 2.62901
C 0.58740 4.54809 2.60159
C -0.72799 4.76309 2.23584
C -1.55050 3.69159 1.85139
C -2.91818 3.80825 1.52136
C -3.61245 2.65962 1.14732
C -2.96348 1.44905 1.04439
N -1.64125 1.29496 1.31964
C -0.97492 2.40195 1.78852
H 1.70790 -4.89368 1.91835
H 0.21807 -3.34517 0.73964
H 3.14379 -4.06724 3.78403
H 3.77395 -2.07507 5.25563
H 3.42556 0.30180 5.83191
H 1.97451 1.73441 4.47802
H 2.16731 3.14079 2.90280
H 1.21412 5.39339 2.86299
H -1.14470 5.75881 2.23079
H -3.40165 4.77191 1.57965
H -4.67216 2.71644 0.93848
H -3.48510 0.54293 0.75394
O 0.30569 1.74848 -0.41228
C 0.05662 2.79053 -1.12352
C 0.76186 4.00121 -0.92421
C 0.55288 5.09124 -1.73201
C -0.35610 5.02751 -2.78615
C -1.09613 3.88122 -2.97843
C -0.93332 2.76785 -2.14833
C -1.74567 1.58826 -2.26366
N -1.65713 0.46562 -1.54919
C -2.69035 -0.32835 -1.96598
C -3.40935 0.30170 -2.93041
N -2.80360 1.51332 -3.11523
H 1.46697 4.04755 -0.10587
H 1.10903 6.00271 -1.55494
H -0.48187 5.87452 -3.44616
H -1.80958 3.85632 -3.79515
H -2.85424 -1.30112 -1.55681
H -4.28943 0.01757 -3.46770
H -3.09229 2.24796 -3.73845
N 7.16660 -1.43796 -0.62253
C 6.03018 -1.25435 -0.57193
C 4.64819 -1.03303 -0.53007
C 4.12951 0.22010 -0.18469
C 2.76730 0.41554 -0.13581
C 1.80785 -0.59693 -0.39818
C 2.39248 -1.83464 -0.76553
C 3.75028 -2.06189 -0.83323
H 4.81184 1.02629 0.05483
H 2.44162 1.41869 0.12780
H 1.73914 -2.67550 -0.97753
H 4.13688 -3.03479 -1.11204
C -2.44983 -1.42549 2.98738
C -3.04993 -2.19201 1.84040
C -4.27504 -2.81028 1.97651
C -4.79618 -3.63452 0.98615
C -4.01003 -3.91808 -0.11979
C -2.78565 -3.30726 -0.30415
C -1.92480 -3.69442 -1.47629
C -2.32224 -2.31507 0.61224
N -1.30485 -1.50255 0.34826
H -2.11727 -2.12461 3.75854
H -3.16801 -0.74377 3.44094
H -1.57322 -0.86000 2.63960
H -4.83891 -2.65357 2.88876
H -5.78190 -4.06928 1.09186
H -4.35860 -4.62336 -0.86694
H -1.64911 -4.74699 -1.40726
H -1.01980 -3.09054 -1.47614
H -2.45334 -3.54782 -2.41753
C 2.12110 -1.09443 -4.84828
C 1.28000 -2.04131 -3.99801
C 0.19475 -1.11135 -3.46291
O 0.74479 0.19804 -3.41885
C 2.00516 0.21469 -4.06541
H 1.68672 -0.98973 -5.84367
H 3.15309 -1.41847 -4.94808
H 1.87403 -2.42320 -3.17092
H 0.86961 -2.87178 -4.56808
H -0.13358 -1.36964 -2.44815
H -0.67806 -1.09425 -4.13001
H 2.80085 0.29291 -3.31126
H 2.03587 1.09944 -4.70986

Summary:
E_LUMO (spin up / spin down) in Eh: 0.066 / 0.072
Net charge: -1
Orbital gap (spin up / spin down) in Eh: 0.162 / 0.170
Spin multiplicity: 1
E_tot in eV: -64705.8829